The molecule C21H21NO8 in a non-equilibrium geometry. Source: OMol25; level of theory: ωB97M-V with the def2-TZVPD basis set.

Last column: Mulliken charge in e.
Geometry (Å):
C -0.523 -3.076 0.555  -0.90
C -0.001 -2.578 -0.789  -0.47
O 0.729 -1.369 -0.681  -0.53
C 0.072 -0.213 -0.410  0.80
C -1.295 -0.035 -0.437  -0.52
C -1.874 1.206 -0.142  0.28
C -3.305 1.399 -0.111  -0.55
C -4.249 0.465 0.115  0.50
C -5.693 0.789 0.089  0.23
O -6.568 0.046 0.459  -0.60
O -5.935 2.021 -0.391  -0.31
C -7.302 2.405 -0.423  -0.68
C -3.965 -0.946 0.525  0.31
O -3.331 -1.259 1.501  -0.56
O -4.535 -1.805 -0.318  -0.33
C -4.476 -3.190 -0.001  -0.72
C -1.037 2.285 0.130  -1.39
C 0.337 2.126 0.155  -0.68
C 0.907 0.890 -0.103  0.77
O 2.236 0.615 -0.103  -0.26
C 3.150 1.645 0.175  -0.44
C 4.553 1.100 0.128  0.04
C 4.789 -0.249 -0.115  -0.54
C 6.081 -0.733 -0.150  -0.47
C 7.142 0.139 0.060  -0.01
N 8.492 -0.361 0.026  1.00
O 9.391 0.432 0.211  -0.62
O 8.649 -1.545 -0.185  -0.61
C 6.920 1.490 0.304  -0.54
C 5.626 1.964 0.336  -0.64
H -0.993 -4.047 0.424  0.36
H 0.303 -3.178 1.253  0.34
H -1.248 -2.387 0.982  0.23
H 0.727 -3.287 -1.193  0.42
H -0.817 -2.475 -1.516  0.31
H -1.941 -0.849 -0.718  0.76
H -3.645 2.414 -0.276  0.57
H -7.875 1.717 -1.047  0.28
H -7.324 3.409 -0.839  0.23
H -7.723 2.397 0.584  0.31
H -3.998 -3.330 0.970  0.35
H -3.907 -3.701 -0.779  0.23
H -5.498 -3.568 0.022  0.29
H -1.464 3.251 0.352  0.41
H 0.957 2.978 0.384  0.42
H 2.964 2.069 1.175  0.46
H 3.054 2.458 -0.561  0.47
H 3.950 -0.906 -0.277  0.60
H 6.286 -1.776 -0.337  0.48
H 7.765 2.143 0.462  0.47
H 5.442 3.012 0.524  0.43

Properties
SMILES string ... CCOc1cc(C=C(C(=O)OC)C(=O)OC)ccc1OCc1ccc([N+](=O)[O-])cc1
ΔE to the lowest compared entry with this formula, charge and spin ... 0.00 kcal per mole
E ... -39984.4426 eV
HOMO-LUMO gap ... 7.9 eV